152
Properties=species:S:1:pos:R:3:mulliken_charge:R:1 method="wB97M-V/def2-TZVPD" charge=0 mol_weight_g_mol=869.60 energy_ha=-3730.9437 homo_lumo_gap_ev="5.0 / 8.5" s2=3.75 spin_multiplicity=4 e_lumo_ev="0.27 / 0.25"
Ti 0.75691 1.74558 -0.51672 1.850
Cl -0.03732 0.04939 0.93354 -1.362
C -2.77301 3.77994 0.79670 -1.627
C -3.03842 2.96110 2.07722 2.039
C -3.81476 3.79934 3.09612 -1.136
C -4.36480 2.97253 4.28329 -0.686
C -5.24045 1.79774 3.84978 -1.301
C -4.56817 0.99983 2.68426 1.968
N -4.00739 1.88191 1.67543 -0.368
O -3.38570 1.10401 0.63702 0.310
C -3.64887 -0.03132 3.35878 -2.379
C -5.67572 0.25268 1.90976 -1.731
C -1.75556 2.34090 2.72932 -0.561
H -3.63063 3.67090 0.15110 0.353
H -1.90224 3.35053 0.36945 -0.286
H -2.66221 4.80141 1.15820 0.509
H -3.30707 4.63500 3.55364 0.392
H -4.63988 4.18189 2.54467 0.492
H -4.85099 3.61361 5.02298 0.513
H -3.52450 2.51880 4.82692 0.247
H -6.22127 2.18555 3.56627 0.426
H -5.49051 1.09605 4.65264 0.370
H -4.29995 -0.82074 3.70760 0.639
H -2.93725 -0.47839 2.64296 0.334
H -3.16382 0.36776 4.21460 0.630
H -6.43623 0.96371 1.54266 0.404
H -5.25491 -0.11474 0.95458 0.078
H -5.97081 -0.54738 2.54229 0.511
H -2.07685 1.44907 3.29003 -0.084
H -1.22555 2.97759 3.41658 0.403
H -1.06883 2.01641 1.97554 -0.499
H -2.64073 0.61404 0.93034 -0.091
C 1.74333 4.28203 1.10458 -2.025
C 3.12061 4.26372 0.44775 1.403
C 4.17169 3.76097 1.45408 -1.259
C 5.50790 3.34793 0.86142 -0.811
C 5.25849 2.25963 -0.12180 -0.262
C 4.27426 2.64335 -1.23839 0.923
N 3.07095 3.19857 -0.54833 1.419
O 2.11168 3.63098 -1.58438 -0.604
C 4.96608 3.67404 -2.17849 -1.608
C 3.82257 1.42618 -2.03253 -1.518
C 3.38379 5.64416 -0.10300 -1.769
H 1.59772 4.92944 1.96433 0.588
H 1.44463 3.28067 1.45359 0.030
H 1.07691 4.64762 0.34104 0.529
H 4.26985 4.44756 2.29066 0.509
H 3.72207 2.84170 1.86451 0.129
H 6.19778 2.98482 1.61670 0.550
H 5.85256 4.25777 0.30342 0.336
H 4.94144 1.39688 0.46772 -0.625
H 6.18952 2.01283 -0.61920 0.644
H 5.10150 4.58909 -1.56789 0.323
H 5.91358 3.27837 -2.59110 0.400
H 4.37331 3.97020 -3.03094 0.257
H 4.62326 0.80459 -2.39878 0.757
H 3.12025 0.74447 -1.44923 -0.326
H 3.28072 1.73614 -2.93584 0.471
H 4.43926 5.82933 -0.20761 0.470
H 2.92828 6.42181 0.54616 0.436
H 2.93224 5.92399 -1.06277 0.252
H 2.04896 2.95594 -2.27480 0.102
C 1.82371 -1.64705 3.54243 -1.702
C 3.26155 -2.01870 3.06741 1.764
C 3.42822 -3.53429 3.36494 -1.003
C 4.63388 -4.12854 2.52780 -0.795
C 4.31416 -3.92061 1.01597 -1.273
C 4.11848 -2.45018 0.61023 1.933
N 3.11974 -1.93972 1.55289 -0.078
O 3.11048 -0.49773 1.28524 1.424
C 5.49108 -1.72465 0.50521 -1.420
C 3.39135 -2.40862 -0.73374 -1.705
C 4.34038 -1.16824 3.67984 -1.640
H 1.40269 -0.62469 3.41486 0.224
H 1.76966 -1.82935 4.61605 0.445
H 1.07779 -2.35621 3.12047 0.097
H 3.49632 -3.67803 4.42514 0.556
H 2.56939 -4.13171 2.99827 0.125
H 4.71550 -5.18820 2.68523 0.504
H 5.60460 -3.66713 2.75708 0.324
H 3.43940 -4.53975 0.69244 0.290
H 5.06104 -4.43680 0.36987 0.446
H 6.07877 -2.33296 -0.16686 0.414
H 5.30459 -0.72344 0.16890 0.051
H 5.98884 -1.64842 1.47934 0.361
H 3.63037 -1.49427 -1.23511 0.157
H 3.58655 -3.26633 -1.36622 0.307
H 2.33243 -2.39704 -0.51393 0.108
H 5.31465 -1.30158 3.24401 0.280
H 4.43186 -1.38164 4.77363 0.347
H 4.05070 -0.12882 3.60685 0.262
H 2.14621 -0.31120 1.36288 -0.751
C -4.71148 -2.78928 -2.29688 -1.529
C -3.77395 -3.96624 -1.69909 0.929
C -2.65705 -4.19490 -2.84235 -0.899
C -1.39554 -4.88968 -2.31154 -0.855
C -0.91557 -4.32939 -0.98594 -0.667
C -1.97052 -4.30526 0.16146 1.636
N -3.10464 -3.43353 -0.47814 1.262
O -4.15689 -3.27247 0.48046 -0.686
C -2.38387 -5.74487 0.66334 -1.870
C -1.42445 -3.66512 1.42172 -1.566
C -4.69948 -5.14903 -1.56581 -1.724
H -5.69325 -2.74165 -1.86143 0.411
H -4.91555 -3.04317 -3.33604 0.402
H -4.14975 -1.85574 -2.20132 0.210
H -3.15828 -4.71570 -3.66441 0.539
H -2.38236 -3.20052 -3.18645 0.182
H -0.55453 -4.89389 -3.08238 0.433
H -1.61591 -5.98284 -2.16060 0.374
H -0.62757 -3.28348 -1.10253 -0.163
H 0.04210 -4.77883 -0.69081 0.472
H -2.39630 -6.40342 -0.24451 0.333
H -1.63635 -6.21737 1.23633 0.465
H -3.40147 -5.87857 1.04863 0.333
H -1.50755 -2.59207 1.28655 -0.132
H -1.98703 -3.92436 2.31656 0.519
H -0.38698 -4.09127 1.50580 0.320
H -4.17315 -6.03558 -1.19555 0.322
H -5.16815 -5.40399 -2.49826 0.405
H -5.42513 -4.78317 -0.82056 0.425
H -4.13162 -2.34339 0.75580 0.234
C -1.41033 2.50312 -4.77138 -1.545
C -1.20206 2.38987 -3.18880 1.455
C -2.49109 2.00316 -2.48759 -1.085
C -2.93735 0.57459 -2.68600 -1.237
C -1.80849 -0.33777 -2.27735 0.257
C -0.46396 -0.04980 -3.08455 2.003
N -0.15230 1.39576 -2.84221 1.459
O 1.05659 1.74185 -3.47952 -0.418
C 0.62548 -0.93116 -2.41360 -1.787
C -0.52364 -0.46209 -4.56721 -1.870
C -0.79823 3.76023 -2.66543 -1.890
H -2.21492 1.82594 -5.06671 0.404
H -0.54057 2.57634 -5.43046 0.131
H -1.85411 3.49359 -4.89063 0.566
H -2.36802 2.17487 -1.42455 -0.888
H -3.26162 2.69501 -2.80071 0.719
H -3.26679 0.41542 -3.72846 0.679
H -3.73835 0.44855 -1.96498 0.697
H -1.96281 -1.42270 -2.42910 -0.803
H -1.62119 -0.22284 -1.19342 -0.600
H 0.45505 -1.97849 -2.66812 0.570
H 1.60138 -0.57288 -2.72622 0.630
H 0.47336 -0.91386 -1.34557 -0.322
H -1.51221 -0.35743 -4.97140 0.404
H 0.24123 0.00821 -5.14935 0.267
H -0.31433 -1.52660 -4.60034 0.569
H -1.51026 4.48830 -2.98004 0.735
H 0.14416 4.17381 -3.01503 0.330
H -0.74879 3.77370 -1.56645 0.083
H 0.90433 1.79850 -4.43635 0.242

166
Properties=species:S:1:pos:R:3:mulliken_charge:R:1 method="wB97M-V/def2-TZVPD" charge=+1 mol_weight_g_mol=981.32 energy_ha=-3362.0700 homo_lumo_gap_ev=5.0 relative_energy_kj_mol=611.2 e_lumo_ev=-2.49
N 0.75089 -0.09638 -0.46113 0.443
O 1.00277 0.94839 0.06639 -0.537
O -0.27949 -0.73644 -0.11310 -0.473
O 1.55221 -0.43888 -1.36443 -0.737
C -3.85442 1.60661 -3.51580 -0.233
C -4.73070 0.60328 -2.72063 -0.265
C -4.48269 -0.87459 -3.10545 -0.983
C -3.00232 -1.36081 -2.82804 -0.301
N -2.76171 -2.88821 -3.07477 0.467
C -1.29454 -3.36463 -2.73966 -0.016
C -0.38920 -2.99080 -3.92665 -0.267
C -1.30929 -2.69379 -5.08698 -0.900
C -2.70450 -3.16226 -4.62525 -0.566
C -3.80608 -3.86405 -2.39694 -1.327
C -4.11090 -3.56179 -0.91207 2.058
C -5.19376 -4.45918 -0.36614 -1.655
H -4.18356 2.64503 -3.55385 0.069
H -3.81264 1.34764 -4.57376 0.300
H -2.81127 1.47769 -3.22720 -0.237
H -5.73404 1.01194 -2.84072 0.492
H -4.42343 0.66920 -1.67692 -0.252
H -4.72263 -0.98088 -4.16338 0.466
H -5.18277 -1.50362 -2.55561 0.459
H -2.66287 -1.14986 -1.81395 -0.053
H -2.26633 -0.77562 -3.37936 0.525
H -1.42290 -4.42852 -2.54032 0.405
H -1.06693 -2.78595 -1.84444 -0.198
H 0.39424 -3.73685 -4.05990 0.775
H 0.25901 -2.14538 -3.69606 -0.153
H -0.93680 -3.32190 -5.89619 0.388
H -1.25831 -1.62051 -5.27021 0.217
H -2.70452 -4.23558 -4.81518 0.537
H -3.51738 -2.59549 -5.07922 0.391
H -3.52717 -4.89655 -2.60730 0.671
H -4.71830 -3.74195 -2.98094 0.467
H -4.47633 -2.54164 -0.79430 -0.830
H -3.22781 -3.51279 -0.27501 -0.381
H -4.96396 -5.48689 -0.64737 0.443
H -6.16762 -4.20783 -0.78629 0.352
H -5.11536 -4.31754 0.71177 0.383
C 2.57701 5.65467 0.86781 -0.670
C 1.25649 6.12118 0.18352 -1.268
C 0.54438 5.05381 -0.68776 0.538
C 0.95458 5.07087 -2.14003 -1.143
N 0.23875 3.99788 -3.00476 1.007
C 0.56475 4.10869 -4.51874 -0.600
C 1.79933 3.21863 -4.68681 -0.768
C 1.37197 1.92793 -3.99947 -0.125
C 0.82541 2.55212 -2.70987 0.666
C -1.32852 3.94423 -2.77670 -1.567
C -1.99695 5.30003 -3.23551 -0.349
C -3.50050 5.38397 -2.82762 -1.343
H 3.37552 5.46747 0.14987 0.226
H 2.32281 4.78340 1.47145 -0.090
H 3.03872 6.36847 1.55003 0.528
H 1.50264 6.97070 -0.45354 0.373
H 0.54868 6.54243 0.89743 0.480
H -0.50704 5.32898 -0.60469 0.225
H 0.61054 4.03600 -0.30333 0.005
H 1.99174 4.93837 -2.44800 0.383
H 0.79294 6.08667 -2.50075 0.484
H -0.27657 3.86663 -5.16811 0.463
H 0.84366 5.14727 -4.69668 0.272
H 1.95582 3.03597 -5.74995 0.465
H 2.68874 3.68284 -4.26073 0.258
H 0.62143 1.43146 -4.61454 0.168
H 2.18842 1.24986 -3.75102 0.195
H -0.01496 2.07972 -2.20123 -0.203
H 1.68760 2.59447 -2.04434 -0.696
H -1.55882 3.57803 -1.77621 0.649
H -1.62678 3.10558 -3.40582 0.803
H -2.09307 5.33865 -4.32056 0.335
H -1.50444 6.12196 -2.71592 0.262
H -4.16599 4.77308 -3.43758 0.268
H -3.98306 6.35404 -2.94671 0.376
H -3.56996 4.97355 -1.82023 0.365
C 4.78300 3.09503 -0.91315 -1.325
C 3.99205 2.05173 -0.05438 0.392
N 4.90733 1.06904 0.79425 0.381
C 3.93545 0.05614 1.50949 -0.475
C 5.79618 0.25064 -0.07473 -0.646
C 5.15805 -0.35724 -1.34411 -0.881
C 5.73666 1.91154 1.86840 -0.727
C 4.96304 2.87769 2.85528 -0.797
O 3.74095 2.28011 3.29902 -0.142
C 2.92463 3.04566 4.18213 -0.637
H 4.07434 3.82971 -1.29540 0.001
H 5.20205 2.80484 -1.87663 0.272
H 5.57900 3.61430 -0.37945 0.373
H 3.46812 1.29835 -0.64258 0.018
H 3.35731 2.54709 0.68036 0.314
H 3.52336 -0.68098 0.82033 -0.285
H 3.11256 0.67062 1.87467 0.330
H 4.40929 -0.44082 2.35602 0.591
H 6.29930 -0.46816 0.57204 0.843
H 6.71019 0.74351 -0.40604 0.390
H 5.81122 -1.08842 -1.82038 0.524
H 4.79573 0.35912 -2.08144 0.173
H 4.31652 -1.02737 -1.16841 -0.113
H 6.42821 2.56964 1.34232 0.426
H 6.29296 1.19988 2.47844 0.590
H 4.80300 3.90305 2.52193 0.363
H 5.60082 3.05543 3.72116 0.561
H 2.11335 2.43898 4.58447 0.090
H 2.42759 3.87702 3.68223 0.234
H 3.55437 3.53158 4.92738 0.358
C -1.78167 -3.45314 5.30666 -1.315
C -0.31816 -3.13506 4.70251 -0.672
N -0.29957 -2.13652 3.47617 0.907
C 1.20669 -2.05805 3.03763 -1.525
C -1.03427 -2.88005 2.32029 0.695
C -0.63371 -4.39126 2.08162 -1.512
C -0.90060 -0.76765 3.73680 0.373
C -0.43737 -0.03448 4.98036 -1.106
O -0.90833 -0.68833 6.16918 -0.299
C -0.21732 -0.48374 7.39483 -0.878
H -2.33737 -2.52274 5.42356 0.275
H -1.54843 -3.97750 6.23334 0.458
H -2.30768 -4.19440 4.70506 0.325
H 0.11222 -4.09830 4.42862 0.732
H 0.36233 -2.73162 5.45237 0.603
H 1.70252 -1.53357 3.85444 0.335
H 1.33513 -1.35552 2.21417 0.278
H 1.66389 -3.02832 2.84368 0.714
H -0.92730 -2.13669 1.53030 -0.705
H -2.05504 -2.87441 2.70249 0.279
H -1.02589 -5.01567 2.88436 0.432
H 0.45132 -4.38943 1.97759 0.489
H -1.09476 -4.81680 1.19030 0.270
H -1.97973 -0.83362 3.87548 -0.093
H -0.71937 -0.30998 2.76427 0.137
H -0.80627 0.99052 5.01743 0.535
H 0.64188 -0.05010 5.13222 0.214
H 0.79240 -0.88335 7.30070 0.379
H -0.80341 -1.09288 8.08297 0.265
H -0.24662 0.51564 7.82896 0.296
C -5.04057 -1.53586 2.60784 0.807
O -4.66715 -0.23871 2.16391 -0.524
O -4.62140 -1.61621 3.97317 -0.861
C -6.44731 -1.73770 2.08672 0.739
F -6.58487 -1.60836 0.81669 -0.223
F -6.96958 -2.96626 2.27020 -0.319
F -7.30234 -0.88864 2.67634 -0.307
C -3.80318 -0.08896 1.04006 1.715
C -3.46681 1.40322 0.97174 -1.914
H -3.20305 1.78622 1.95755 0.476
H -2.76008 1.68708 0.19195 0.124
H -4.34578 2.02070 0.78669 0.526
H -4.31203 -0.55418 0.19581 -0.161
H -2.85530 -0.57580 1.26936 -0.407
H -4.47077 -2.20170 1.95971 -0.605
C 3.97199 -4.29321 1.59289 0.465
O 3.08919 -4.46032 0.48519 -0.422
O 3.47962 -5.06755 2.61627 -0.921
C 5.46010 -4.35842 1.12353 0.678
F 5.91771 -3.36966 0.30696 -0.200
F 6.24832 -4.57430 2.15694 -0.276
F 5.59940 -5.42832 0.34651 -0.313
C 2.73962 -3.38268 -0.32972 0.653
C 1.52091 -3.86665 -1.12047 -0.424
H 0.86224 -4.33489 -0.38901 0.121
H 1.15096 -2.94815 -1.57610 -0.426
H 1.75207 -4.61061 -1.88281 0.435
H 3.60232 -3.12221 -0.94290 0.587
H 2.53527 -2.45742 0.20902 -0.748
H 3.90644 -3.28335 1.99783 -0.269